Record 1
Below is a structure of composition C15H26Cl2N2OPbS, with properties calculated with ωB97M-V/def2-TZVPD.

total charge = +2
calculated total energy = -62118.7208 eV

CARTESIAN COORDINATES (ANGSTROEM)
Pb -0.07144 -0.31880 -0.27499
Cl 3.09850 0.30832 0.94351
C 2.36168 0.34142 2.54883
Cl 0.57028 0.36076 2.46485
H 2.67014 1.24328 3.06359
H 2.66091 -0.54793 3.08978
C -0.20882 8.37063 1.22602
C 0.08020 6.99833 0.69689
C 1.39204 6.60041 0.44168
C 1.67011 5.34253 -0.06664
C 0.61757 4.47935 -0.33652
C -0.69777 4.84195 -0.08085
C -0.95559 6.09392 0.44156
S 1.02696 2.94613 -1.13068
C 0.41052 3.31163 -2.78298
O -0.00380 1.91487 -0.59302
H 0.71074 8.90881 1.44277
H -0.81093 8.32144 2.13348
H -0.77334 8.94855 0.49215
H 2.20710 7.28327 0.64185
H 2.69293 5.03787 -0.25781
H -1.50107 4.14259 -0.27904
H -1.97968 6.38143 0.64453
H -0.65326 3.53118 -2.71560
H 0.59415 2.44809 -3.42105
H 0.95594 4.17638 -3.15792
C -4.40259 -2.06118 3.60402
C -4.18467 -2.68105 2.22978
N -3.11888 -1.99536 1.47322
C -1.82498 -2.67580 1.49820
C -1.66178 -3.61827 0.30914
C -3.30931 -0.87441 0.79788
C -4.67750 -0.26051 0.70571
N -2.32059 -0.24559 0.16519
H -5.18675 -2.60184 4.13160
H -4.70461 -1.01723 3.51765
H -3.49635 -2.10914 4.20912
H -5.11020 -2.68624 1.66207
H -3.88349 -3.72185 2.33110
H -1.75301 -3.22174 2.43680
H -1.02592 -1.93396 1.51823
H -2.48480 -4.33070 0.27249
H -0.73378 -4.18331 0.39256
H -1.65370 -3.06403 -0.63175
H -5.48436 -0.96554 0.86311
H -4.80328 0.18159 -0.28086
H -4.77803 0.53275 1.44837
H -2.68840 0.58341 -0.28915

natural (NBO) atomic charge list, values in e, 4 entries: atom 1 (Pb): 1.496, atom 2 (Cl): 0.025, atom 3 (C): -0.375, atom 4 (Cl): -0.008

***

Record 2
Below is a structure of composition C60H55CaFGeO7P3S3 in a non-equilibrium geometry, with properties calculated with ωB97M-V/def2-TZVPD.

total charge = -1
calculated total energy = -215498.4922 eV

CARTESIAN COORDINATES (ANGSTROEM)
Ca -0.64729 2.22405 -0.18878
F -0.55913 -0.77293 -0.06636
Ge -0.74118 -2.53945 -0.07480
C -1.82961 -3.23606 -1.56626
C -2.23618 -4.58032 -1.48714
C -2.97521 -5.16094 -2.50217
C -3.34115 -4.40631 -3.61380
C -2.96163 -3.08046 -3.69314
C -2.19788 -2.48769 -2.68309
P -1.74607 -0.70615 -2.66714
C -0.87141 -0.48408 -4.26667
C -0.68649 0.80025 -4.78910
C 0.10883 0.99757 -5.91035
C 0.75338 -0.07308 -6.51512
C 0.60422 -1.34813 -5.98546
C -0.19342 -1.55059 -4.86632
C -3.45458 -0.06134 -2.91477
C -4.32601 -0.28150 -1.84280
C -5.63321 0.17797 -1.87447
C -6.09018 0.87924 -2.98445
C -5.23249 1.10780 -4.04941
C -3.92218 0.64190 -4.01729
C 1.09044 -3.21332 -0.22276
C 1.16414 -4.56159 -0.61239
C 2.37563 -5.20135 -0.79860
C 3.55471 -4.48531 -0.62695
C 3.49612 -3.15664 -0.24874
C 2.27792 -2.50848 -0.01114
P 2.30889 -0.73831 0.55198
C 3.49599 -0.78964 1.95787
C 3.80939 -1.93195 2.69707
C 4.61598 -1.84457 3.82702
C 5.10471 -0.61494 4.24663
C 4.76283 0.53458 3.54472
C 3.95640 0.44988 2.41858
C 3.26992 -0.07705 -0.86655
C 4.60966 0.28398 -0.85381
C 5.22782 0.70654 -2.02828
C 4.51271 0.76837 -3.21503
C 3.16335 0.42726 -3.22868
C 2.54835 0.01465 -2.05947
C -1.51403 -3.10584 1.64642
C -1.35926 -4.48012 1.90338
C -1.82232 -5.06627 3.06676
C -2.45067 -4.27838 4.02384
C -2.58544 -2.92141 3.79972
C -2.13340 -2.31731 2.61857
P -2.23919 -0.47479 2.44390
C -1.19766 -0.07075 3.91451
C 0.17898 -0.22078 3.72484
C 1.07673 0.06424 4.74050
C 0.60574 0.49978 5.97580
C -0.75896 0.64013 6.17985
C -1.65799 0.36113 5.15349
C -3.94996 -0.11902 3.00031
C -4.99375 -1.03923 2.93678
C -6.30133 -0.64670 3.20682
C -6.58224 0.67175 3.53207
C -5.55289 1.60466 3.57044
C -4.25216 1.21521 3.29435
H -1.99938 -5.17958 -0.62196
H -3.27637 -6.19894 -2.42339
H -3.93176 -4.85299 -4.40425
H -3.25821 -2.48005 -4.54609
H -1.14615 1.65868 -4.31123
H 0.23660 2.00125 -6.29684
H 1.38081 0.08666 -7.38371
H 1.11821 -2.18919 -6.43558
H -0.27924 -2.54899 -4.45511
H -3.97690 -0.83609 -0.97432
H -6.29120 -0.00653 -1.03379
H -7.10993 1.24258 -3.01681
H -5.57814 1.66600 -4.91107
H -3.26947 0.83814 -4.85771
H 0.25706 -5.11738 -0.81409
H 2.40281 -6.24347 -1.09546
H 4.51496 -4.96052 -0.78939
H 4.41749 -2.60058 -0.12334
H 3.41601 -2.89658 2.40484
H 4.85381 -2.74240 4.38490
H 5.73477 -0.54994 5.12589
H 5.10200 1.50676 3.88407
H 3.66453 1.36477 1.90590
H 5.18033 0.24377 0.06554
H 6.27383 0.98912 -2.01089
H 5.00082 1.09241 -4.12639
H 2.58602 0.49430 -4.14492
H 1.48863 -0.22671 -2.06653
H -0.82572 -5.10518 1.20146
H -1.67725 -6.12721 3.23632
H -2.81280 -4.71692 4.94624
H -3.04726 -2.30070 4.55885
H 0.55293 -0.55920 2.76173
H 2.14255 -0.03688 4.56025
H 1.30229 0.73770 6.77082
H -1.13106 0.97160 7.14180
H -2.71963 0.48744 5.32772
H -4.79111 -2.06876 2.66988
H -7.10216 -1.37474 3.15586
H -7.60209 0.97821 3.73057
H -5.77006 2.64193 3.79768
H -3.45899 1.95470 3.28085
O 0.44287 1.57554 1.74699
H 0.97022 0.84862 1.35873
H 1.09998 2.22620 2.04239
O 0.05324 4.16411 0.66845
H -0.08630 4.76482 -0.08346
H 1.02064 4.21656 0.91988
O 1.58726 1.97433 -0.80009
H 2.17855 2.47535 -0.18531
H 1.56916 2.52325 -1.61371
O -2.84049 2.27645 0.25117
H -3.12206 1.70430 -0.48460
H -2.68955 3.14433 -0.22213
O -1.16956 2.07155 -2.20100
S -1.27354 3.54482 -2.56347
O -2.07747 3.70953 -3.75269
O -1.86480 4.19427 -1.34601
S 0.58344 4.21985 -2.79445
S 3.03822 3.67460 1.55626
C 3.91465 4.93677 0.67526
C 3.34682 5.64929 -0.38507
C 4.05937 6.64771 -1.04111
C 5.35751 6.96064 -0.66343
C 5.94042 6.25225 0.38162
C 5.23025 5.25770 1.04152
H 2.34869 5.40717 -0.72766
H 3.58587 7.18065 -1.85886
H 5.90835 7.73951 -1.17581
H 6.95741 6.47653 0.68550
H 5.68296 4.70871 1.85789

Löwdin atomic charge list, values in e, 4 entries: atom 1 (Ca): 1.353, atom 2 (F): -0.391, atom 3 (Ge): 0.960, atom 4 (C): -0.254

***

Record 3
Below is a structure of composition C4H3FO5Zn in a non-equilibrium geometry, with properties calculated with ωB97M-V/def2-TZVPD.

total charge = +1
energy above the lowest of the compared OMol25 structures with the same formula, charge and spin = 0.00 kJ/mol
calculated total energy = -65557.1126 eV
expectation value of S² = 0.753
2S+1 = 2

CARTESIAN COORDINATES (ANGSTROEM)
C -0.05996 0.51735 0.99535
C 0.60149 1.34387 -0.09795
F -1.29864 1.03750 1.22178
H 0.49747 0.56044 1.93905
H -0.10644 1.57604 -0.89985
H 0.96690 2.27101 0.35824
O 1.72315 0.60955 -0.59765
C 1.99995 0.65752 -1.88031
O 2.79825 0.00495 -2.46453
O -0.11554 -0.83951 0.68670
Zn -2.71695 -1.84960 -0.77088
O -0.99947 -2.44219 -0.39973
O -2.19206 -1.69870 1.25436
C -1.09816 -1.74823 0.65542

natural (NBO) atomic charge list, values in e, 4 entries: atom 1 (C): 0.469, atom 2 (C): -0.119, atom 3 (F): -0.328, atom 4 (H): 0.181

***

Record 4
Below is a cluster of 11 separate species, C49H96Br2N2O15S in total in a non-equilibrium geometry, with properties calculated with ωB97M-V/def2-TZVPD.

calculated total energy = -236981.5024 eV
structure (SMILES) = CC[C@H]1[C@H](CCCCN(C)C(C)=O)[C@@H]([C@@H](Br)[C@H](C)Br)[C@@H](C[C@@H](O)CN)OS1(=O)=O.CC(C)=O.CC(C)=O.CC(C)=O.CC(C)=O.CC(C)=O.CC(C)=O.CC(C)=O.CC(C)=O.CC(C)=O.CC(C)=O

CARTESIAN COORDINATES (ANGSTROEM)
C -2.69061 -1.44748 0.49118
C -2.64412 -1.47777 2.01562
C -3.96456 -1.22075 2.74671
C -4.57394 0.17940 2.43879
C -3.75935 1.20594 3.25774
C -3.02639 2.27693 2.42215
C -1.51838 2.22430 2.65553
C -0.68181 3.19038 1.84311
N -0.65093 3.00624 0.37238
C -0.98390 1.67438 -0.11389
C -1.29570 4.06183 -0.33710
C -2.77822 4.00842 -0.65684
O -0.65405 5.06687 -0.66168
C -6.06179 0.10526 2.77709
C -6.89773 1.39597 2.97939
Br -7.09590 1.66151 4.93070
C -6.58852 2.71835 2.20667
C -5.85288 2.57146 0.86736
Br -5.70523 4.17917 3.19858
C -6.87902 -0.82108 1.85163
C -7.24380 -0.28040 0.46229
C -6.21026 -0.53982 -0.64015
O -6.33073 -1.87338 -1.10667
C -6.42721 0.42674 -1.84199
N -5.23272 1.07709 -2.35043
O -6.30147 -2.12105 1.62331
S -5.07330 -2.61181 2.47581
O -5.53227 -3.04318 3.77003
O -4.43700 -3.63111 1.69425
H -1.67439 -1.56791 0.12281
H -3.04482 -0.49975 0.09008
H -3.27190 -2.26481 0.07762
H -1.86876 -0.80419 2.36661
H -2.31496 -2.47669 2.29724
H -3.78080 -1.25935 3.81577
H -4.37063 0.35614 1.38878
H -2.96833 0.66678 3.77481
H -4.34874 1.66017 4.04975
H -3.26278 2.14963 1.36880
H -3.35098 3.27820 2.70013
H -1.37128 2.52136 3.69682
H -1.14496 1.20593 2.58562
H 0.34542 3.08611 2.19672
H -0.95695 4.21766 2.07009
H -0.57201 1.55341 -1.11563
H -2.05558 1.48206 -0.20254
H -0.55279 0.89328 0.49911
H -3.30151 4.47619 0.17464
H -2.96558 4.53917 -1.58111
H -3.16048 2.99602 -0.74507
H -6.09645 -0.37656 3.75191
H -7.91911 1.14316 2.72217
H -7.55105 3.16950 2.00536
H -6.46472 2.99585 0.07341
H -5.62864 1.55167 0.58741
H -4.94506 3.16238 0.87930
H -7.81711 -0.98993 2.38021
H -7.52145 0.76469 0.49685
H -8.13678 -0.81955 0.14315
H -5.20250 -0.32441 -0.28884
H -5.50166 -2.33091 -0.95520
H -7.14923 1.20132 -1.59232
H -6.89389 -0.16664 -2.62526
H -4.41415 0.49033 -2.32907
H -5.05358 1.97197 -1.92846
C 0.89544 -2.31925 3.21411
C 1.17933 -1.73849 1.85182
O 0.54113 -0.80624 1.41219
C 2.28593 -2.37075 1.05696
H 0.07673 -1.77661 3.68201
H 0.62173 -3.37122 3.11943
H 1.78286 -2.24146 3.84363
H 2.05968 -3.42460 0.87458
H 3.23035 -2.28702 1.59750
H 2.37945 -1.85830 0.10169
C 1.68315 6.99546 3.34540
C 1.17772 5.69534 3.92033
O -0.00194 5.49289 4.08757
C 2.21495 4.65577 4.27029
H 0.84182 7.65141 3.13583
H 2.35162 7.48399 4.05604
H 2.22924 6.80611 2.42002
H 2.90415 5.05151 5.01770
H 2.78193 4.37968 3.37970
H 1.72336 3.77157 4.66979
C 2.64113 -5.04273 -2.11887
C 2.78496 -6.05230 -1.00376
O 2.11792 -5.97375 0.00331
C 3.79387 -7.15399 -1.20137
H 1.88535 -4.30664 -1.85245
H 3.59273 -4.53597 -2.28787
H 2.34152 -5.54466 -3.03983
H 4.79035 -6.72855 -1.33109
H 3.54100 -7.73738 -2.08857
H 3.80065 -7.80730 -0.33599
C -1.61073 -5.72917 -0.76840
C -2.98195 -5.09653 -0.82434
O -3.17348 -4.06905 -1.43982
C -4.08290 -5.79449 -0.07277
H -0.90597 -5.13083 -1.34175
H -1.26860 -5.78914 0.26561
H -1.64806 -6.73714 -1.18400
H -3.83971 -5.85552 0.98573
H -4.22120 -6.80484 -0.45943
H -5.00798 -5.23521 -0.18758
C 5.97142 -0.11954 -1.98590
C 5.38966 0.21992 -0.63886
O 5.81288 -0.27845 0.37997
C 4.25463 1.21392 -0.61520
H 6.77669 -0.84056 -1.85974
H 5.20134 -0.55114 -2.62903
H 6.36537 0.78571 -2.45428
H 3.41292 0.83680 -1.19851
H 4.58262 2.16525 -1.03661
H 3.93307 1.36849 0.41243
C 7.98277 3.47260 -5.44698
C 8.14753 2.47185 -4.33367
O 7.48147 2.52210 -3.32433
C 9.18915 1.39601 -4.53148
H 7.20831 4.18805 -5.18280
H 8.91584 4.01236 -5.61378
H 7.69899 2.96195 -6.36864
H 10.17297 1.84895 -4.66252
H 8.95256 0.80628 -5.41834
H 9.21014 0.74286 -3.66198
C 5.00450 -8.03353 3.12461
C 5.89803 -8.55253 2.02447
O 5.44996 -8.88735 0.95304
C 7.37559 -8.63103 2.32360
H 3.97235 -8.02420 2.78200
H 5.08570 -8.67303 4.00485
H 5.29983 -7.01938 3.39795
H 7.54987 -9.29344 3.17265
H 7.76093 -7.63957 2.56614
H 7.90275 -9.01724 1.45461
C 11.43357 7.67910 -7.62241
C 10.91511 6.43904 -6.93603
O 9.73407 6.26633 -6.74897
C 11.94552 5.42599 -6.49481
H 10.59879 8.32283 -7.88782
H 12.10719 8.22094 -6.95693
H 11.97798 7.40580 -8.52749
H 12.63847 5.88149 -5.78614
H 12.50943 5.06633 -7.35658
H 11.44927 4.58437 -6.01701
C -6.94666 -5.86130 2.91356
C -6.75412 -7.22281 2.29815
O -5.66452 -7.53758 1.87861
C -7.95206 -8.13702 2.19655
H -5.99450 -5.34676 2.88448
H -7.67516 -5.29287 2.33117
H -7.28970 -5.93671 3.94668
H -8.73438 -7.66129 1.60337
H -8.34451 -8.34841 3.19227
H -7.66038 -9.07085 1.72113
C -0.16324 9.35084 -2.68785
C -0.58434 8.26272 -3.64849
O -1.25350 8.50971 -4.62481
C -0.13246 6.86341 -3.32001
H -0.55015 10.30799 -3.02988
H -0.55390 9.13948 -1.69136
H 0.92531 9.40149 -2.63497
H -0.52867 6.55884 -2.35032
H 0.95744 6.81843 -3.29086
H -0.49734 6.17906 -4.08332

Löwdin atomic charge list, values in e, 4 entries: atom 1 (C): -0.064, atom 2 (C): -0.203, atom 3 (C): -0.268, atom 4 (C): -0.235